Entry 1:
{
  "formula": "C35H35CoN5O4SSe",
  "method": "ωB97M-V/def2-TZVPD",
  "elements": ["Co", "O", "C", "C", "C", "C", "C", "C", "C", "O", "N", "N", "C", "C", "C", "C", "C", "C", "N", "H", "H", "H", "H", "H", "H", "H", "H", "H", "H", "C", "C", "O", "S", "C", "C", "C", "C", "C", "C", "C", "C", "H", "H", "H", "H", "H", "H", "H", "C", "N", "C", "Se", "N", "C", "C", "C", "C", "C", "C", "H", "H", "H", "H", "H", "H", "H", "H", "C", "C", "O", "C", "C", "H", "H", "H", "H", "H", "H", "H", "H", "H", "H"],
  "xyz": [[0.843, -0.289, -0.571], [-4.449, -1.151, -1.269], [-3.928, -1.494, -2.464], [-4.818, -1.983, -3.423], [-4.360, -2.363, -4.664], [-3.005, -2.268, -4.994], [-2.130, -1.773, -4.058], [-2.565, -1.373, -2.783], [-1.551, -0.866, -1.850], [-0.395, -0.588, -2.227], [-1.970, -0.763, -0.540], [-0.979, -0.400, 0.258], [-1.220, -0.374, 1.541], [-0.260, 0.026, 2.550], [-0.559, -0.151, 3.905], [0.326, 0.287, 4.864], [1.518, 0.922, 4.500], [1.786, 1.094, 3.169], [0.917, 0.637, 2.239], [-3.698, -0.912, -0.684], [-5.864, -2.052, -3.161], [-5.065, -2.743, -5.393], [-2.655, -2.579, -5.967], [-1.076, -1.676, -4.279], [-2.193, -0.679, 1.909], [-1.488, -0.631, 4.175], [0.088, 0.141, 5.909], [2.219, 1.291, 5.231], [2.666, 1.574, 2.769], [-0.353, 9.264, -2.145], [0.013, 7.892, -1.639], [-0.288, 7.481, -0.555], [0.921, 6.937, -2.855], [1.040, 5.380, -2.027], [0.523, 4.250, -2.647], [0.630, 3.011, -2.036], [1.228, 2.902, -0.782], [1.742, 4.042, -0.163], [1.663, 5.271, -0.786], [1.262, 1.608, -0.127], [1.123, 0.843, 0.865], [-0.422, 9.939, -1.295], [-1.329, 9.199, -2.627], [0.364, 9.636, -2.875], [0.033, 4.340, -3.607], [0.217, 2.131, -2.509], [2.223, 3.960, 0.804], [2.075, 6.152, -0.316], [-2.259, -4.033, 0.510], [-1.230, -3.781, 1.512], [0.038, -3.382, 1.286], [0.833, -3.023, -0.337], [0.654, -3.315, 2.490], [-0.222, -3.657, 3.508], [-0.081, -3.737, 4.884], [-1.209, -4.093, 5.604], [-2.431, -4.358, 4.975], [-2.565, -4.288, 3.598], [-1.432, -3.934, 2.880], [-1.788, -4.002, -0.468], [-3.033, -3.272, 0.565], [-2.679, -5.020, 0.693], [1.639, -3.119, 2.558], [0.862, -3.544, 5.376], [-1.144, -4.176, 6.680], [-3.285, -4.635, 5.575], [-3.504, -4.504, 3.108], [4.587, -2.019, -0.383], [3.734, -0.829, -0.007], [2.816, -0.474, -1.049], [3.415, 0.283, -2.119], [2.574, 0.165, -3.362], [5.247, -2.278, 0.446], [5.222, -1.811, -1.243], [3.955, -2.878, -0.603], [4.340, 0.052, 0.236], [3.116, -1.058, 0.863], [4.411, -0.123, -2.303], [3.527, 1.320, -1.782], [2.592, -0.853, -3.752], [2.963, 0.835, -4.129], [1.538, 0.437, -3.182]],
  "lowdin_charge": [0.36, 0.05, -0.26, -0.01, -0.06, -0.08, -0.02, -0.08, -0.40, -0.05, 0.07, -0.05, -0.05, -0.14, 0.01, -0.02, -0.02, 0.01, 0.04, 0.06, 0.12, 0.11, 0.10, 0.12, 0.14, 0.13, 0.12, 0.12, 0.15, -0.07, -0.74, 0.04, 1.03, -0.52, -0.07, -0.02, -0.21, -0.01, -0.08, 0.00, -0.17, 0.09, 0.09, 0.07, 0.11, 0.10, 0.11, 0.12, 0.00, -0.05, -0.69, 0.85, 0.13, -0.19, -0.01, -0.07, -0.07, 0.01, -0.16, 0.06, 0.09, 0.11, 0.16, 0.12, 0.11, 0.11, 0.12, -0.06, -0.27, -0.30, -0.22, -0.04, 0.09, 0.08, 0.05, 0.13, 0.09, 0.12, 0.12, 0.09, 0.09, 0.04],
  "e_homo_ha": [-0.37761, -0.37984],
  "fmax_ev_per_a": 1.5,
  "mol_weight_g_mol": 759.66,
  "e_above_lowest_kj_mol": 132.5,
  "lumo_energy_ev": [-4.084, -4.098],
  "charge": 1,
  "spin_multiplicity": 1
}


Entry 2:
{
  "formula": "C35H35FO19Si",
  "method": "ωB97M-V/def2-TZVPD",
  "elements": ["C", "C", "Si", "C", "C", "C", "F", "C", "C", "C", "C", "O", "O", "C", "O", "C", "H", "H", "H", "H", "H", "H", "H", "H", "H", "H", "H", "H", "H", "H", "H", "H", "H", "H", "H", "C", "C", "C", "O", "C", "C", "C", "O", "O", "O", "H", "H", "H", "H", "C", "C", "C", "O", "C", "C", "C", "O", "O", "O", "H", "H", "H", "H", "C", "C", "C", "O", "C", "C", "C", "O", "O", "O", "H", "H", "H", "H", "C", "C", "C", "O", "C", "C", "C", "O", "O", "O", "H", "H", "H", "H"],
  "xyz": [[-1.901, 1.891, 1.787], [-2.157, 0.873, 0.820], [-2.655, -0.397, -0.594], [-2.589, -2.193, 0.190], [-3.581, -3.264, -0.555], [-2.597, -4.245, -1.486], [-3.260, -5.558, -1.798], [-4.431, 0.111, -1.160], [-4.862, -0.444, -2.644], [-6.411, -1.004, -2.732], [-7.490, -0.137, -1.838], [-8.082, 1.009, -2.273], [-7.842, -0.562, -0.442], [-1.345, -0.379, -2.057], [-1.225, 0.973, -2.624], [-1.007, 0.956, -4.079], [-2.118, 2.813, 2.513], [-2.859, -2.069, 1.342], [-1.461, -2.580, 0.137], [-4.115, -3.893, 0.309], [-4.445, -2.789, -1.185], [-2.371, -3.670, -2.480], [-1.596, -4.499, -0.889], [-4.447, 1.303, -1.236], [-5.165, -0.168, -0.292], [-4.142, -1.355, -2.919], [-4.718, 0.435, -3.423], [-6.528, -2.125, -2.401], [-6.743, -0.889, -3.871], [-7.161, -1.219, -0.103], [-1.674, -1.210, -2.813], [-0.297, -0.670, -1.588], [0.122, 1.196, -4.382], [-1.299, -0.042, -4.616], [-1.728, 1.792, -4.532], [2.390, 0.751, -1.222], [3.256, 1.651, -1.693], [4.057, 2.507, -0.775], [4.859, 3.312, -1.236], [3.845, 2.352, 0.673], [2.976, 1.454, 1.143], [2.196, 0.579, 0.226], [1.418, -0.249, 0.688], [2.770, 1.305, 2.502], [3.442, 1.820, -3.053], [1.803, 0.121, -1.878], [4.420, 2.993, 1.328], [2.097, 0.595, 2.587], [4.118, 2.526, -3.138], [-4.378, -9.800, 0.061], [-3.977, -8.551, -0.185], [-3.639, -7.614, 0.922], [-3.256, -6.479, 0.664], [-3.788, -8.098, 2.303], [-4.192, -9.345, 2.550], [-4.503, -10.290, 1.442], [-4.855, -11.437, 1.700], [-4.336, -9.806, 3.846], [-3.859, -8.082, -1.481], [-4.624, -10.492, -0.734], [-3.556, -7.401, 3.099], [-4.638, -10.736, 3.760], [-3.552, -7.153, -1.395], [3.092, 4.881, 6.463], [3.036, 3.884, 5.577], [1.848, 2.991, 5.492], [1.817, 2.096, 4.654], [0.743, 3.221, 6.436], [0.801, 4.215, 7.324], [1.977, 5.125, 7.391], [1.993, 6.042, 8.206], [-0.233, 4.436, 8.216], [4.082, 3.646, 4.704], [3.949, 5.539, 6.535], [-0.107, 2.554, 6.374], [0.046, 5.210, 8.751], [3.801, 2.876, 4.164], [7.775, 4.340, -2.892], [6.856, 4.719, -3.783], [6.942, 6.037, -4.471], [6.093, 6.349, -5.298], [8.060, 6.926, -4.118], [8.977, 6.549, -3.225], [8.906, 5.220, -2.558], [9.773, 4.894, -1.755], [10.028, 7.381, -2.887], [5.789, 3.898, -4.100], [7.726, 3.384, -2.386], [8.100, 7.888, -4.612], [10.553, 6.882, -2.224], [5.268, 4.395, -4.768]],
  "lowdin_charge": [0.01, -0.14, 0.60, -0.27, -0.21, -0.09, -0.16, -0.27, -0.23, -0.11, -0.26, -0.04, -0.02, -0.28, -0.30, -0.13, 0.05, 0.10, 0.10, 0.12, 0.08, 0.12, 0.14, 0.12, 0.08, 0.10, 0.13, 0.12, 0.14, 0.10, 0.08, 0.09, 0.10, 0.09, 0.11, 0.08, -0.20, -0.30, 0.10, 0.08, -0.19, -0.30, 0.09, 0.05, 0.08, 0.12, 0.13, 0.12, 0.09, 0.07, -0.20, -0.29, 0.09, 0.08, -0.21, -0.31, 0.10, 0.08, 0.08, 0.14, 0.14, 0.12, 0.06, 0.08, -0.20, -0.29, 0.10, 0.08, -0.21, -0.31, 0.11, 0.08, 0.08, 0.14, 0.14, 0.12, 0.10, 0.08, -0.20, -0.30, 0.11, 0.08, -0.21, -0.30, 0.11, 0.08, 0.06, 0.14, 0.14, 0.12, 0.12],
  "e_homo_ha": -0.35163,
  "fmax_ev_per_a": 10.5,
  "smiles": "C#C[Si@@](CCCF)(CCCC(=O)O)COC.O=C1C=C(O)C(=O)C=C1O.O=C1C=C(O)C(=O)C=C1O.O=C1C=C(O)C(=O)C=C1O.O=C1C=C(O)C(=O)C=C1O",
  "mol_weight_g_mol": 806.73,
  "lumo_energy_ev": -1.747,
  "charge": 0,
  "spin_multiplicity": 1
}


Summary of E in eV
-166305.2035; -86348.6742
(order as listed above)